51
Properties=species:S:1:pos:R:3:forces:R:3 method="wB97M-V/def2-TZVPD" energy_ha=-1559.68377 lumo_ev="-0.211 / -0.094" molar_mass_g_mol=470.9
Pd 0.000 -0.531 0.043 -0.001 2.093 -1.929
C -2.946 -0.856 0.782 -0.171 -0.279 0.433
N -2.181 -0.198 -0.274 0.999 -0.448 0.044
C -2.432 -0.800 -1.582 -0.273 -0.181 -0.519
C -2.376 1.237 -0.300 0.197 0.728 0.035
C -3.673 1.720 -0.289 0.067 -0.048 -0.092
C -3.947 3.075 -0.298 -0.009 0.115 -0.020
C -2.878 3.950 -0.310 -0.365 -0.058 -0.027
C -1.582 3.486 -0.336 0.526 0.003 -0.016
C -1.248 2.115 -0.343 -0.844 0.000 0.061
N 0.000 1.555 -0.390 -0.014 -1.957 0.470
C 1.248 2.115 -0.342 0.836 0.013 0.061
C 1.581 3.486 -0.335 -0.429 0.005 -0.015
C 2.879 3.950 -0.309 0.247 -0.065 -0.030
C 3.946 3.075 -0.297 0.099 0.138 -0.019
C 3.674 1.721 -0.289 -0.142 -0.100 -0.094
C 2.375 1.237 -0.301 -0.131 0.748 0.039
N 2.181 -0.198 -0.274 -1.002 -0.454 0.042
C 2.432 -0.799 -1.582 0.270 -0.181 -0.520
C 2.946 -0.856 0.781 0.173 -0.278 0.433
H -4.023 -0.868 0.583 0.038 0.081 -0.130
H -2.761 -0.339 1.725 -0.006 -0.165 -0.148
H -2.611 -1.893 0.874 -0.004 0.146 0.007
H -3.498 -0.738 -1.853 0.118 0.016 0.071
H -2.138 -1.855 -1.566 -0.039 0.176 0.013
H -1.854 -0.268 -2.344 -0.062 -0.122 0.154
H -4.501 1.026 -0.276 -0.018 -0.120 0.015
H -4.965 3.434 -0.295 -0.079 0.004 0.034
H -3.054 5.016 -0.301 0.034 0.063 -0.003
H -0.818 4.237 -0.341 0.018 -0.019 -0.024
H 0.818 4.237 -0.338 -0.038 -0.003 -0.024
H 3.053 5.016 -0.299 -0.026 0.071 -0.002
H 4.965 3.435 -0.295 0.051 -0.006 0.035
H 4.501 1.026 -0.277 0.025 -0.119 0.015
H 3.498 -0.738 -1.853 -0.116 0.016 0.071
H 1.854 -0.267 -2.344 0.062 -0.122 0.154
H 2.138 -1.855 -1.566 0.039 0.176 0.014
H 4.023 -0.868 0.583 -0.037 0.081 -0.130
H 2.611 -1.893 0.873 0.003 0.145 0.007
H 2.761 -0.339 1.725 0.006 -0.164 -0.146
S 0.000 -1.104 2.441 0.000 -0.103 1.235
C 0.000 -2.657 1.725 0.001 0.074 0.784
C 0.000 -3.832 2.497 -0.001 -0.366 -0.145
C 0.000 -5.054 1.873 0.000 0.201 -0.015
C 0.000 -5.098 0.478 0.001 0.165 -0.266
C 0.000 -3.904 -0.215 -0.001 -0.478 -0.550
N 0.000 -2.712 0.376 0.000 0.679 0.491
H 0.000 -3.735 3.569 0.000 0.005 0.131
H -0.001 -5.972 2.445 0.000 -0.032 0.065
H 0.000 -6.034 -0.057 0.000 -0.033 -0.074
H 0.000 -3.891 -1.301 0.000 -0.043 0.023